#A
Here is a single C18H24N2O5 molecule from OMol25. Energies are from ωB97M-V with the def2-TZVPD basis set.

XYZ file:
```
49
Properties=species:S:1:pos:R:3:mulliken_charge:R:1
C -3.456 0.456 -5.260 -1.30
C -4.885 1.154 -5.131 -0.45
C -5.406 0.889 -3.817 -0.47
C -4.600 1.600 -2.531 -1.50
C -3.635 0.817 -1.725 0.07
C -2.822 1.306 -0.604 -0.52
C -1.951 0.268 0.240 -0.35
C -0.637 -0.111 -0.803 -1.97
H -0.878 -1.091 -1.245 0.39
C 0.354 -0.291 0.272 1.08
C 0.141 0.625 1.173 0.25
O 0.897 1.262 2.078 -0.69
O -1.318 1.270 1.219 -0.39
C 1.827 -0.223 -0.372 -1.52
C 2.945 -0.750 0.504 0.45
O 3.531 -1.878 0.160 -0.65
N 2.871 -0.329 1.890 -0.03
C 3.817 -0.817 2.882 0.11
C 3.713 -0.097 3.874 0.06
C 4.514 -0.591 5.107 -0.41
C 5.559 -1.380 4.935 0.27
C 5.703 -2.298 3.745 -0.80
C 4.860 -1.859 2.575 -0.67
H 4.927 -2.435 1.737 0.61
H 6.584 -2.730 3.413 0.41
N 6.284 -1.795 5.953 1.09
O 7.063 -2.587 5.973 -0.69
O 6.236 -1.264 6.928 -0.69
H 4.418 -0.072 6.158 0.30
H 2.879 0.605 4.174 0.34
H 2.409 0.364 1.937 0.39
H 1.919 -0.468 -1.300 0.77
H 2.052 0.878 -0.413 0.50
H 0.295 -1.220 0.882 0.25
H -0.437 0.529 -1.476 0.81
H -2.425 -0.556 0.332 0.77
H -2.136 2.264 -1.226 0.17
H -3.586 1.544 0.053 0.32
H -2.882 0.114 -2.537 -0.02
H -4.062 -0.376 -1.340 0.22
H -4.162 2.311 -2.869 0.76
H -5.214 1.682 -1.676 0.40
H -5.361 -0.222 -3.356 0.24
H -6.410 1.295 -3.498 0.30
H -4.588 2.204 -5.228 0.29
H -5.595 0.750 -5.825 0.35
H -3.211 0.666 -6.249 0.39
H -2.830 1.079 -4.593 0.27
H -3.311 -0.491 -5.123 0.48
```

## Properties
HOMO energy: -9.4881 eV
Net charge: 0
SMILES string: CCCCCC[C@H]1C[C@@H](CC(=O)Nc2ccc([N+](=O)[O-])cc2)C(=O)O1
Orbital gap: 9.3 eV
Molecular weight: 348.40 g/mol



#B
Here is a single C18H24N2O5 molecule from OMol25. Energies are from ωB97M-V with the def2-TZVPD basis set.

XYZ file:
```
49
Properties=species:S:1:pos:R:3:mulliken_charge:R:1
O 0.986 -1.915 -0.199 -0.63
O 2.482 0.693 -3.234 -0.71
O 1.787 2.256 1.145 -0.65
O -2.090 -4.084 -0.132 -0.52
O -0.931 -2.980 2.430 -0.42
C 1.408 -0.791 -0.371 0.10
C 1.984 0.703 -2.068 -0.14
C 1.718 1.394 0.299 0.01
C -3.020 -0.532 -0.209 -0.82
C -2.879 -1.846 -0.474 -0.37
C -2.286 0.059 0.842 -0.46
C -2.195 -2.777 0.317 0.26
C -1.551 -2.216 1.454 0.58
C -1.462 -0.762 1.632 0.55
N 1.982 -0.570 -1.587 0.00
N 1.278 0.160 0.643 0.42
C -0.715 -4.362 -0.422 -0.49
C -1.853 -3.389 3.491 -0.89
C 2.413 3.751 -2.885 -1.23
C -0.330 3.592 -0.824 -1.37
C -0.419 -0.159 2.544 -1.24
C 1.099 -0.333 2.033 -1.40
C 2.571 3.062 -1.513 -1.04
C 0.040 2.270 -1.542 -0.79
C 1.554 1.903 -1.205 1.85
H -3.697 0.118 -0.737 0.44
H -3.490 -2.214 -1.294 0.41
H -2.423 1.081 1.109 0.55
H 2.188 -1.389 -2.221 0.40
H -0.212 -3.633 -1.086 0.09
H -0.552 -5.222 -1.079 0.38
H -0.188 -4.554 0.567 0.19
H -2.714 -2.694 3.556 0.35
H -2.178 -4.371 3.209 0.33
H -1.346 -3.419 4.409 0.29
H 2.348 3.042 -3.749 0.29
H 3.245 4.498 -2.972 0.39
H 1.497 4.331 -2.956 0.29
H -1.428 3.628 -0.926 0.43
H -0.017 3.488 0.192 0.35
H 0.070 4.480 -1.317 0.34
H -0.504 0.943 2.607 0.47
H -0.567 -0.615 3.558 0.44
H 1.403 -1.320 1.993 0.77
H 1.863 0.125 2.696 0.44
H 2.402 3.892 -0.751 0.39
H 3.567 2.709 -1.221 0.51
H -0.171 2.429 -2.566 0.61
H -0.669 1.538 -1.187 0.26
```

## Properties
HOMO energy: -8.7318 eV
Net charge: 0
SMILES string: CCC1(CC)C(=O)NC(=O)N(CCc2cccc(OC)c2OC)C1=O
Orbital gap: 9.3 eV
Molecular weight: 348.40 g/mol



Ordering by calculated energy gives the sequence #B, #A, with the first entry being the most stable.



#A
Here is a single C6H4O molecule from OMol25. Energies are from ωB97M-V with the def2-TZVPD basis set.

XYZ file:
```
11
Properties=species:S:1:pos:R:3:mulliken_charge:R:1
C 2.383 0.569 -0.292 0.35
C 1.219 0.720 -0.027 -0.95
C -0.029 -0.305 1.524 -0.49
C -0.191 0.744 0.403 0.40
C -1.117 0.098 -0.599 -0.32
C -1.271 -1.150 -0.196 -0.41
O -0.605 -1.385 1.027 -0.17
H 3.418 0.437 -0.515 0.40
H -0.478 1.739 0.757 0.39
H -1.550 0.549 -1.483 0.37
H -1.779 -2.015 -0.601 0.42
```

## Properties
HOMO energy: -9.0676 eV
Net charge: 0
Orbital gap: 9.6 eV
Molecular weight: 92.10 g/mol



#B
Here is a single C6H4O molecule from OMol25. Energies are from ωB97M-V with the def2-TZVPD basis set.

XYZ file:
```
11
Properties=species:S:1:pos:R:3:mulliken_charge:R:1
C -0.840 0.475 -0.049 -0.16
C -1.591 1.537 0.177 -0.81
O 2.060 -1.268 -1.639 -0.37
C 0.942 -0.565 -1.674 -0.42
C 0.235 -0.030 -0.734 0.46
C 0.000 -0.376 0.983 -0.52
C 0.227 -0.969 2.014 0.46
H 2.532 -1.159 -2.472 0.38
H -1.900 2.151 -0.658 0.28
H -2.017 1.730 1.148 0.28
H 0.353 -1.526 2.903 0.42
```

## Properties
HOMO energy (spin up / spin down): -8.3067 / -8.3080 eV
Net charge: 0
Orbital gap (spin up / spin down): 8.1 / 8.1 eV
Molecular weight: 92.10 g/mol



Ordering by calculated energy gives the sequence #A, #B, with the first entry being the most stable.



#A
Here is a single C6H4O molecule from OMol25. Energies are from ωB97M-V with the def2-TZVPD basis set.

XYZ file:
```
11
Properties=species:S:1:pos:R:3:mulliken_charge:R:1
C -2.373 -0.198 -0.704 -1.27
C -1.047 0.222 -0.236 1.34
C 0.076 0.489 0.132 -0.33
C 1.436 0.738 0.605 0.08
O 1.790 1.793 1.049 -0.46
C 1.767 -1.267 0.307 -0.37
C 2.729 -0.471 0.551 -0.24
H -2.774 0.514 -1.433 0.30
H -3.078 -0.259 0.132 0.29
H -2.325 -1.186 -1.177 0.30
H 3.799 -0.375 0.774 0.36
```

## Properties
HOMO energy: -9.7839 eV
Net charge: 0
Orbital gap: 9.9 eV
Molecular weight: 92.10 g/mol



#B
Here is a single C6H4O molecule from OMol25. Energies are from ωB97M-V with the def2-TZVPD basis set.

XYZ file:
```
11
Properties=species:S:1:pos:R:3:mulliken_charge:R:1
C 0.959 0.891 0.353 -0.93
C -0.224 0.720 1.121 0.11
C 1.169 -0.649 -1.886 -0.32
C 0.956 0.125 -0.766 0.39
C -0.037 -0.850 -1.254 -0.31
C -1.143 -0.197 0.852 -0.04
O -2.380 -0.519 0.728 -0.37
H 1.739 1.563 0.667 0.36
H -0.317 1.245 2.067 0.36
H 1.801 -0.849 -2.723 0.34
H -2.523 -1.479 0.840 0.42
```

## Properties
HOMO energy: -7.5497 eV
Net charge: 0
Orbital gap: 7.7 eV
Molecular weight: 92.10 g/mol



Ordering by calculated energy gives the sequence #A, #B, with the first entry being the most stable.



#A
Here is a single C6H4O molecule from OMol25. Energies are from ωB97M-V with the def2-TZVPD basis set.

XYZ file:
```
11
Properties=species:S:1:pos:R:3:mulliken_charge:R:1
C 0.938 0.162 0.530 -0.09
C 1.677 -0.939 -0.511 -0.75
C 1.311 0.205 -1.016 0.22
C 0.287 1.062 -0.520 -0.29
C -0.627 0.230 0.299 -0.03
C -1.238 -1.081 -0.124 -0.02
O -0.949 -1.694 -1.117 -0.41
H 1.528 0.591 1.335 0.34
H 0.329 2.140 -0.438 0.33
H -1.293 0.814 0.951 0.36
H -1.963 -1.488 0.612 0.35
```

## Properties
HOMO energy: -9.1528 eV
Net charge: 0
Orbital gap: 9.4 eV
Molecular weight: 92.10 g/mol



#B
Here is a single C6H4O molecule from OMol25. Energies are from ωB97M-V with the def2-TZVPD basis set.

XYZ file:
```
11
Properties=species:S:1:pos:R:3:mulliken_charge:R:1
C -2.340 -0.142 -0.792 -1.23
C -0.989 0.109 -0.302 1.25
C 0.121 0.294 0.137 -0.25
C 1.383 0.518 0.789 0.03
O 1.708 1.542 1.329 -0.44
C 1.987 -1.192 1.208 -0.72
C 2.704 -0.487 0.442 0.05
H -2.659 0.638 -1.490 0.31
H -3.036 -0.146 0.053 0.29
H -2.402 -1.112 -1.295 0.31
H 3.523 -0.022 -0.079 0.41
```

## Properties
HOMO energy: -10.2209 eV
Net charge: 0
Orbital gap: 9.4 eV
Molecular weight: 92.10 g/mol



#C
Here is a single C6H4O molecule from OMol25. Energies are from ωB97M-V with the def2-TZVPD basis set.

XYZ file:
```
11
Properties=species:S:1:pos:R:3:mulliken_charge:R:1
C -0.762 1.138 0.523 -0.98
C -1.001 0.398 -0.630 -0.03
C 1.314 -0.183 1.539 -0.82
C 0.323 0.653 1.271 0.09
C 0.805 -0.659 0.382 0.71
C -0.076 -0.698 -0.688 -0.02
O -0.039 -1.736 -1.577 -0.51
H -1.265 1.951 0.712 0.55
H -1.696 0.851 -1.413 0.31
H 2.085 -0.427 2.213 0.38
H 0.312 -1.288 -2.331 0.33
```

## Properties
HOMO energy: -8.6362 eV
Net charge: 0
SMILES string: Oc1ccc2cc1-2
Orbital gap: 9.5 eV
Molecular weight: 92.10 g/mol



Ordering by calculated energy gives the sequence #C, #B, #A, with the first entry being the most stable.



#A
Here is a single C6H4O molecule from OMol25. Energies are from ωB97M-V with the def2-TZVPD basis set.

XYZ file:
```
11
Properties=species:S:1:pos:R:3:mulliken_charge:R:1
C 1.329 1.203 0.674 -0.69
C 1.288 -0.562 -2.156 -0.46
C 0.461 -0.472 -1.201 0.20
C -0.321 -0.262 -0.128 0.44
O 0.052 0.582 0.823 -0.24
C -1.592 -0.936 0.012 -0.76
C -2.630 -1.553 0.007 0.17
H 2.133 0.452 0.766 0.34
H 1.363 1.937 1.482 0.23
H 1.477 1.702 -0.302 0.34
H -3.560 -2.092 0.021 0.43
```

## Properties
HOMO energy: -9.9436 eV
Net charge: 0
Orbital gap: 8.6 eV
Molecular weight: 92.10 g/mol



#B
Here is a single C6H4O molecule from OMol25. Energies are from ωB97M-V with the def2-TZVPD basis set.

XYZ file:
```
11
Properties=species:S:1:pos:R:3:mulliken_charge:R:1
C -2.292 -0.332 -0.810 -0.83
C -1.078 0.424 -0.751 -0.01
C 0.022 0.783 -0.392 0.04
C 1.005 0.944 0.648 0.09
O 0.893 1.771 1.529 -0.47
C 2.115 -0.005 0.606 -0.24
C 3.054 -0.758 0.597 0.26
H -3.270 0.116 -0.963 0.31
H -2.157 -0.262 0.319 0.23
H -2.197 -1.275 -1.383 0.25
H 3.903 -1.407 0.600 0.38
```

## Properties
HOMO energy: -10.0322 eV
Net charge: 0
SMILES string: C#CC(=O)C#CC
Orbital gap: 9.9 eV
Molecular weight: 92.10 g/mol



#C
Here is a single C6H4O molecule from OMol25. Energies are from ωB97M-V with the def2-TZVPD basis set.

XYZ file:
```
11
Properties=species:S:1:pos:R:3:mulliken_charge:R:1
C -0.878 -2.768 0.843 0.16
C -0.542 -1.633 0.612 -0.45
C -0.097 -0.331 0.243 0.06
C 0.851 0.074 -0.651 -0.43
C 0.715 1.489 -0.767 -0.35
C -0.267 1.840 0.098 -0.35
O -0.774 0.752 0.720 -0.30
H -1.153 -3.773 1.087 0.43
H 1.575 -0.562 -1.139 0.42
H 1.252 2.128 -1.460 0.38
H -0.682 2.784 0.415 0.43
```

## Properties
HOMO energy: -8.5650 eV
Net charge: 0
SMILES string: C#Cc1ccco1
Orbital gap: 9.6 eV
Molecular weight: 92.10 g/mol



#D
Here is a single C6H4O molecule from OMol25. Energies are from ωB97M-V with the def2-TZVPD basis set.

XYZ file:
```
11
Properties=species:S:1:pos:R:3:mulliken_charge:R:1
C 0.804 -0.833 -0.812 0.82
C 2.138 -0.660 -1.003 -0.71
C 0.746 1.210 0.952 -0.24
C -0.337 -0.558 -0.489 0.04
C 1.899 0.951 0.614 0.05
C -1.773 -0.507 -0.205 -1.02
O 2.679 0.223 -0.155 -0.13
H 0.044 1.734 1.672 0.31
H -1.908 -1.508 0.013 0.28
H -2.343 -0.249 -1.149 0.29
H -1.950 0.197 0.563 0.30
```

## Properties
HOMO energy: -8.6833 eV
Net charge: 0
Orbital gap: 8.2 eV
Molecular weight: 92.10 g/mol



Ordering by calculated energy gives the sequence #C, #B, #A, #D, with the first entry being the most stable.